# C6H12O

A 2-piece molecular cluster, C6H12O overall (ωB97M-V/def2-TZVPD, OMol25).

Calculated values
SMILES	C=C1CO[C@@H]1C.C

Geometry as ORCA input:
```
! wB97M-V def2-TZVPD RIJCOSX def2/J DEFGRID3
* xyz 0 1
C 0.094 0.292 -1.790
C 0.381 0.046 -0.523
C 1.494 0.392 0.430
O 1.006 -0.575 1.378
C -0.089 -0.950 0.511
C 0.019 -2.352 -0.040
H -0.768 -0.167 -2.269
H 0.684 0.996 -2.369
H 2.474 0.127 0.025
H 1.532 1.404 0.854
H -1.050 -0.782 1.019
H 0.034 -3.102 0.752
H -0.835 -2.535 -0.702
H 0.934 -2.426 -0.634
C -1.177 1.921 0.684
H -0.737 1.499 1.600
H -2.252 1.760 0.710
H -0.915 2.974 0.620
H -0.831 1.479 -0.258
*
```

---

# C20H16N8S2

One molecule with the formula C20H16N8S2 (ωB97M-V/def2-TZVPD, OMol25).

Calculated values
SMILES	N#Cc1c(NNC(N)=S)nc(SCc2nc3ccccc3[nH]2)nc1-c1ccccc1

Geometry as ORCA input:
```
! wB97M-V def2-TZVPD RIJCOSX def2/J DEFGRID3
* xyz 0 1
N 4.004 -0.051 -3.375
C 3.413 0.378 -2.485
C 2.683 0.831 -1.350
C 3.295 1.107 -0.157
N 4.706 1.116 -0.070
N 5.612 1.402 -1.148
C 5.939 2.580 -1.734
N 5.803 3.726 -0.999
S 6.961 2.465 -2.988
N 2.631 1.256 1.051
C 1.335 1.389 0.888
S 0.271 1.245 2.257
C -0.843 -0.195 1.835
C -1.479 -0.580 3.132
N -1.378 -1.686 3.852
C -2.142 -1.737 4.927
C -2.300 -2.721 5.924
C -3.092 -2.354 7.076
C -3.746 -1.109 7.164
C -3.540 -0.198 6.245
C -2.695 -0.471 5.159
N -2.333 0.198 3.918
N 0.664 1.294 -0.298
C 1.311 0.959 -1.373
C 0.529 0.973 -2.625
C -0.600 0.216 -2.833
C -1.431 0.396 -4.006
C -1.083 1.225 -5.057
C 0.076 1.839 -4.897
C 0.878 1.726 -3.775
H 4.916 0.942 0.946
H 6.102 0.661 -1.632
H 5.253 3.604 -0.135
H 5.799 4.632 -1.599
H -0.238 -1.036 1.539
H -1.694 0.022 1.196
H -1.749 -3.635 5.560
H -3.167 -3.102 7.803
H -4.442 -0.819 7.927
H -4.083 0.784 6.225
H -2.764 1.157 3.675
H -1.109 -0.437 -2.139
H -2.365 -0.094 -4.110
H -1.738 1.364 -5.884
H 0.456 2.622 -5.505
H 1.715 2.456 -3.785
*
```

---

# C40H38N3O22

A 6-piece molecular cluster, C40H38N3O22 overall (ωB97M-V/def2-TZVPD, OMol25).

Geometry as ORCA input:
```
! wB97M-V def2-TZVPD RIJCOSX def2/J DEFGRID3
* xyz 1 1
N -1.156 2.953 1.690
C -0.470 3.097 0.405
O -0.473 4.186 -0.143
C 0.178 1.788 -0.180
C 0.855 1.963 -1.597
C 1.977 3.067 -1.648
C 2.579 3.475 -2.926
N 3.584 4.466 -2.628
C 3.539 4.585 -1.258
C 4.583 5.588 -0.612
C 5.909 4.703 -0.331
C 6.837 4.622 -1.621
C 7.460 3.156 -1.731
O 7.662 2.764 -3.116
N 2.612 3.803 -0.593
H -0.966 2.005 2.038
H -0.728 3.640 2.317
H 0.869 1.287 0.573
H -0.674 1.045 -0.325
H 1.390 0.981 -1.812
H 0.110 2.068 -2.446
H 2.372 3.119 -3.961
H 4.215 4.957 -3.262
H 4.772 6.418 -1.346
H 4.182 5.981 0.362
H 5.512 3.650 -0.150
H 6.441 5.002 0.612
H 6.264 4.808 -2.585
H 7.668 5.368 -1.478
H 8.470 3.143 -1.233
H 6.830 2.354 -1.246
H 6.800 2.430 -3.437
H 2.399 3.734 0.401
C -4.566 1.464 5.322
C -3.525 1.406 4.488
C -2.161 1.031 4.967
O -1.239 0.972 4.166
C -1.985 0.753 6.391
C -3.025 0.814 7.227
C -4.395 1.162 6.745
O -5.317 1.190 7.535
O -2.883 0.564 8.545
O -3.655 1.682 3.173
H -5.559 1.732 4.988
H -0.989 0.500 6.727
H -3.778 0.672 8.928
H -2.762 1.566 2.796
C -3.449 -4.700 9.140
C -2.756 -5.556 9.896
C -1.739 -5.080 10.882
O -1.142 -5.891 11.565
C -1.500 -3.639 10.979
C -2.192 -2.783 10.220
C -3.228 -3.259 9.255
O -3.850 -2.445 8.593
O -1.985 -1.451 10.293
O -2.945 -6.891 9.803
H -4.189 -5.033 8.426
H -0.750 -3.308 11.683
H -2.607 -1.055 9.648
H -2.329 -7.287 10.450
C -3.905 -7.636 3.347
C -2.959 -8.411 3.887
C -2.424 -8.148 5.257
O -1.576 -8.887 5.720
C -2.948 -6.992 5.988
C -3.891 -6.217 5.447
C -4.445 -6.496 4.089
O -5.317 -5.775 3.639
O -4.386 -5.144 6.105
O -2.446 -9.465 3.219
H -4.302 -7.817 2.358
H -2.540 -6.802 6.972
H -5.051 -4.754 5.505
H -1.786 -9.860 3.822
C -1.502 -1.177 -6.685
C -0.935 -1.286 -5.480
C -0.079 -0.198 -4.920
O 0.406 -0.327 -3.806
C 0.149 0.988 -5.743
C -0.413 1.099 -6.951
C -1.293 0.022 -7.501
O -1.801 0.165 -8.593
O -0.210 2.187 -7.724
O -1.114 -2.384 -4.714
H -2.126 -1.957 -7.100
H 0.786 1.760 -5.333
H -0.723 2.032 -8.553
H -0.607 -2.220 -3.897
C 0.590 2.510 -12.537
C 1.636 2.458 -13.368
C 3.002 2.098 -12.881
O 3.923 2.043 -13.672
C 3.172 1.828 -11.452
C 2.128 1.884 -10.622
C 0.756 2.217 -11.115
O -0.179 2.240 -10.330
O 2.268 1.641 -9.297
O 1.504 2.727 -14.681
H -0.404 2.767 -12.877
H 4.168 1.586 -11.109
H 1.375 1.744 -8.913
H 2.397 2.620 -15.062
*
```

---

# C6H8N2

One molecule with the formula C6H8N2 (ωB97M-V/def2-TZVPD, OMol25).

Calculated values
SMILES	c1[nH]cc2c1CNC2

Geometry as ORCA input:
```
! wB97M-V def2-TZVPD RIJCOSX def2/J DEFGRID3
* xyz 0 1
C -1.491 1.125 0.011
N -2.264 0.001 -0.060
C -1.481 -1.125 -0.017
C -0.169 -0.724 0.091
C -0.186 0.692 0.081
C 1.241 1.203 0.120
N 2.060 0.006 -0.205
C 1.274 -1.184 0.168
H -1.903 2.138 0.094
H -3.275 -0.049 -0.222
H -1.901 -2.146 -0.061
H 1.543 1.651 1.116
H 1.370 1.986 -0.609
H 2.223 -0.025 -1.198
H 1.488 -2.024 -0.499
H 1.471 -1.524 1.191
*
```

---

# CH3NOSi

A 2-piece molecular cluster, CH3NOSi overall (ωB97M-V/def2-TZVPD, OMol25).

Geometry as ORCA input:
```
! wB97M-V def2-TZVPD RIJCOSX def2/J DEFGRID3
* xyz 0 1
C -1.238 0.305 -1.630
N -1.642 0.887 -2.565
O -0.547 1.108 1.033
Si -0.446 -0.145 0.014
H -0.586 2.006 0.675
H 1.904 0.685 -0.982
H -0.912 -1.188 0.881
*
```

---

# C4H8INS

C4H8INS as an isolated structure (ωB97M-V/def2-TZVPD, OMol25).

Geometry as ORCA input:
```
! wB97M-V def2-TZVPD RIJCOSX def2/J DEFGRID3
* xyz 0 1
C -0.203 1.517 0.886
C 0.064 0.462 0.127
C -1.468 1.707 1.741
C 0.491 -2.520 -1.921
N 1.174 0.254 -0.644
S 1.504 -1.980 -0.499
I 2.845 1.215 0.020
H 0.588 2.155 0.963
H -0.763 -0.215 0.099
H -1.745 2.801 1.565
H -2.138 1.012 1.316
H -1.343 1.530 2.893
H 0.797 -3.529 -2.087
H 0.727 -2.039 -2.786
H -0.530 -2.370 -1.674
*
```

---

| no. | electronic energy (eV) | strongest force on any atom (hartree/bohr) |
| --- | --- | --- |
| 1 | -8461.592 | 0.0250 |
| 2 | -54587.660 | 0.1125 |
| 3 | -91601.542 | 0.1003 |
| 4 | -9331.101 | 0.0258 |
| 5 | -12497.612 | 0.0531 |
| 6 | -24699.874 | 0.0679 |